{"formula": "C10H19N2Si", "method": "ωB97M-V/def2-TZVPD", "e_lumo_ha": -0.1456, "total_charge": 1, "relative_energy_kcal_mol": 52.0, "homo_energy_ev": -11.5, "molar_mass_g_mol": 195.4, "multiplicity": 1, "elements": ["C", "C", "C", "C", "C", "C", "C", "C", "C", "C", "N", "N", "Si", "H", "H", "H", "H", "H", "H", "H", "H", "H", "H", "H", "H", "H", "H", "H", "H", "H", "H", "H"], "xyz": [[0.7638, -3.9852, 1.1736], [1.7072, -2.8369, 1.1409], [-0.3595, -3.8309, 0.4963], [1.2833, -1.6750, 0.6918], [1.9064, 2.1419, -1.1126], [-0.3192, 1.2931, -1.7808], [0.0112, 3.7098, -1.6607], [-0.2504, 1.0343, 2.0200], [-2.7948, -0.3095, 0.5146], [0.5029, 2.3136, -1.5049], [-0.8242, -2.6820, -0.0763], [-0.0651, -1.4805, 0.2603], [-0.9790, -0.1615, 0.8438], [1.0510, -5.0620, 1.6159], [2.6773, -2.7479, 1.5697], [-1.0646, -4.6278, 0.2965], [1.9913, -0.8776, 0.4078], [2.5413, 2.7832, -1.7243], [2.1846, 2.3254, -0.0049], [2.2115, 1.2016, -1.4676], [-1.3934, 1.3879, -2.0788], [-0.8440, -2.7258, -1.1193], [0.1040, 0.3127, -1.7858], [0.7819, 4.2876, -1.1080], [-0.1449, 4.0956, -2.6536], [-0.9010, 3.8166, -1.1682], [0.3074, 0.4754, 2.8121], [0.3375, 1.7335, 1.5344], [-0.9905, 1.4727, 2.6654], [-3.3008, -0.6259, 1.4131], [-3.3059, 0.4618, 0.0160], [-2.8250, -1.2183, -0.2266]], "forces_ev_per_angstrom": [[1.94, -1.91, 1.34], [-1.00, -0.55, 0.80], [-0.54, -1.83, 0.27], [0.35, 1.12, -1.57], [1.12, 0.72, 0.87], [-0.86, -0.29, 0.35], [2.09, 0.50, 1.14], [-0.40, -2.37, 1.72], [1.39, -2.96, -1.52], [-1.63, 0.24, -0.64], [0.25, 2.61, -2.15], [-0.89, 0.14, 1.30], [-0.52, -0.30, -0.63], [-0.71, 2.91, -1.02], [0.81, -0.97, -0.03], [0.19, -0.32, 0.12], [-0.53, -0.21, 0.57], [-0.05, 0.56, 0.26], [-0.65, -0.29, -1.74], [0.59, -1.74, 0.29], [1.18, 0.18, 0.13], [-0.10, -0.31, 0.95], [0.06, -0.73, -0.09], [-0.77, 0.47, -0.60], [0.40, -0.15, -0.55], [-1.64, 0.30, 0.92], [0.26, 0.18, -0.96], [1.28, 1.53, -0.69], [-0.78, 0.63, -0.32], [-0.26, 0.01, 0.39], [-0.46, 1.32, -0.32], [-0.11, 1.50, 1.43]]}

=====

{"formula": "C10H19N3O2S", "method": "ωB97M-V/def2-TZVPD", "e_lumo_ha": 0.0114, "total_charge": 0, "relative_energy_kcal_mol": 1.8, "homo_energy_ev": -8.3, "smiles": "CCCCCC(=O)NC(=S)NNC(=O)CC", "molar_mass_g_mol": 245.3, "multiplicity": 1, "elements": ["C", "C", "C", "C", "C", "C", "O", "N", "C", "N", "N", "C", "O", "C", "H", "C", "H", "H", "H", "H", "H", "H", "S", "H", "H", "H", "H", "H", "H", "H", "H", "H", "H", "H", "H"], "xyz": [[2.1508, 1.9703, 0.5659], [3.2674, 0.9685, 0.8421], [2.7502, -0.4436, 1.1586], [2.8871, -1.4340, -0.0004], [2.0376, -1.0765, -1.2255], [0.5632, -0.9656, -0.9171], [-0.0675, 0.0557, -1.1303], [0.0349, -2.1129, -0.4065], [-1.2374, -2.5347, -0.0149], [-2.2584, -1.7130, 0.1920], [-2.3022, -0.3301, 0.1989], [-3.4955, 0.2537, 0.4919], [-4.4467, -0.4053, 0.8600], [-3.4741, 1.7560, 0.3336], [-4.3939, 2.1491, 0.7672], [-3.3802, 2.1514, -1.1406], [-4.2048, 1.7177, -1.7014], [-3.4316, 3.2330, -1.2368], [-2.4442, 1.8136, -1.5794], [-2.6222, 2.1624, 0.8815], [-1.5314, 0.1323, -0.3032], [-3.1502, -2.1117, 0.4895], [-1.4251, -4.1663, 0.1928], [0.6643, -2.9087, -0.3824], [2.1734, -1.8402, -1.9957], [2.3589, -0.1194, -1.6365], [2.6217, -2.4309, 0.3609], [3.9324, -1.4731, -0.3139], [3.3115, -0.8529, 2.0008], [1.7040, -0.3861, 1.4668], [3.8508, 1.3344, 1.6894], [3.9423, 0.9265, -0.0152], [1.5246, 2.0873, 1.4482], [1.5195, 1.6506, -0.2579], [2.5708, 2.9425, 0.3175]], "forces_ev_per_angstrom": [[0.23, -0.01, -0.05], [-0.21, 0.01, 0.12], [0.28, -0.04, -0.12], [-0.14, 0.09, 0.13], [0.21, 0.05, 0.06], [0.15, 0.24, -0.23], [0.03, 0.13, -0.12], [0.17, -0.11, 0.19], [-0.38, -0.06, 0.06], [-0.33, 0.13, -0.03], [0.59, 0.28, -0.06], [0.33, 0.08, 0.17], [-0.33, -0.17, 0.03], [-0.15, 0.01, -0.13], [0.09, -0.10, 0.07], [-0.02, 0.04, 0.13], [-0.05, -0.02, -0.09], [0.02, 0.07, -0.07], [0.06, 0.00, -0.11], [-0.03, 0.01, 0.06], [-0.29, -0.24, 0.08], [0.30, 0.01, -0.11], [-0.07, -0.49, 0.08], [-0.18, 0.14, 0.02], [-0.03, 0.04, -0.06], [-0.12, -0.04, -0.04], [0.08, -0.06, -0.05], [-0.01, -0.08, 0.00], [-0.10, -0.03, 0.03], [-0.07, -0.03, 0.12], [0.08, -0.02, -0.06], [0.11, 0.01, -0.01], [-0.10, 0.03, 0.07], [-0.10, 0.01, -0.07], [-0.03, 0.14, -0.01]]}

=====

{"formula": "C10H19O6", "method": "ωB97M-V/def2-TZVPD", "e_lumo_ha": 0.1098, "total_charge": -1, "relative_energy_kcal_mol": 367.2, "homo_energy_ev": -4.2, "molar_mass_g_mol": 235.3, "multiplicity": 1, "elements": ["O", "C", "O", "O", "H", "C", "C", "O", "C", "H", "H", "H", "H", "H", "H", "C", "C", "O", "C", "H", "H", "H", "H", "H", "H", "C", "C", "O", "C", "H", "H", "H", "H", "H", "H"], "xyz": [[12.7901, 15.7463, -20.0059], [12.4139, 14.7591, -20.7645], [11.2904, 14.2894, -20.5355], [13.2512, 14.3950, -21.6598], [13.6230, 15.5919, -20.4577], [15.2038, 14.4287, -22.0460], [15.8792, 13.8259, -23.3205], [15.3916, 14.2668, -24.3676], [16.8359, 12.6767, -23.1891], [15.0575, 13.7268, -21.2250], [14.2098, 14.7619, -22.3445], [15.7524, 15.2852, -21.6541], [16.6984, 12.0317, -22.3212], [17.7984, 13.1819, -23.2685], [16.5309, 12.0699, -24.0416], [16.0572, 16.5581, -20.7599], [14.8714, 17.2223, -21.4914], [14.5502, 18.3672, -21.1560], [14.2025, 16.4685, -22.6646], [16.2199, 17.0439, -19.7978], [16.9562, 16.4133, -21.3592], [15.7799, 15.5254, -20.5486], [13.3741, 17.0142, -23.1164], [13.7415, 15.5315, -22.3521], [15.0412, 16.3326, -23.3473], [14.5601, 15.2584, -19.2322], [16.0351, 14.8312, -19.0375], [16.7513, 14.6553, -19.9831], [16.4958, 14.6976, -17.5766], [14.3217, 15.7424, -18.2851], [13.8405, 14.5366, -19.6186], [14.5384, 16.1019, -19.9222], [15.9802, 13.9401, -16.9862], [16.3220, 15.7296, -17.2721], [17.5851, 14.6601, -17.5844]], "forces_ev_per_angstrom": [[-4.42, 3.18, -2.15], [-7.51, -2.95, -1.50], [0.43, -0.59, -0.22], [-8.97, -2.64, 4.54], [-0.10, 2.61, -0.42], [6.21, -3.64, -3.41], [-3.30, 1.71, 2.32], [1.93, -1.23, -0.05], [-0.83, 0.06, -1.30], [0.81, -0.57, -0.48], [6.50, -4.21, -1.48], [-0.48, -2.23, -2.62], [0.17, 0.69, 0.31], [0.40, -0.74, -0.02], [0.95, -0.24, -0.41], [-0.60, 3.57, -1.73], [0.26, 2.25, -0.77], [-0.04, -1.28, -0.25], [-0.05, 4.02, -0.12], [0.36, 0.58, -0.22], [0.18, 0.81, -0.10], [0.69, 3.52, -1.18], [0.31, 0.93, 0.02], [-1.97, 5.19, -0.87], [-0.49, -0.20, -0.41], [4.48, -0.80, 3.79], [-1.24, -2.19, 2.42], [3.12, -3.51, 2.52], [0.65, 1.18, -1.52], [-0.88, -0.53, 0.06], [2.48, -1.64, 2.12], [1.36, -0.59, 2.10], [0.05, 0.28, -0.06], [-0.48, -0.06, 0.92], [0.00, -0.77, 0.16]]}

=====

{"formula": "C10H20", "method": "ωB97M-V/def2-TZVPD", "e_lumo_ha": 0.0363, "total_charge": 0, "relative_energy_kcal_mol": 17.5, "homo_energy_ev": -10.8, "smiles": "C1CCCC1.C1CCCC1", "molar_mass_g_mol": 140.3, "multiplicity": 1, "elements": ["C", "C", "C", "C", "C", "H", "H", "H", "H", "H", "H", "H", "H", "H", "H", "C", "C", "C", "C", "C", "H", "H", "H", "H", "H", "H", "H", "H", "H", "H"], "xyz": [[1.6225, 0.3962, -2.9093], [1.8869, 1.8779, -3.2699], [1.4387, 0.4194, -1.3477], [2.3032, 2.6651, -2.0015], [2.3532, 1.5482, -0.8959], [2.4827, -0.2529, -3.1628], [0.7479, 0.0356, -3.4841], [0.9172, 2.2425, -3.6600], [2.6550, 2.0718, -4.0431], [1.8256, -0.5236, -0.9157], [0.3480, 0.4524, -1.1614], [1.6354, 3.5272, -1.8110], [3.3296, 3.0576, -2.1352], [2.1430, 1.9723, 0.1048], [3.3660, 1.1024, -0.8666], [-2.4681, -2.1495, 1.1668], [-3.1432, -1.7335, 2.4958], [-1.0062, -1.7253, 1.3327], [-2.2393, -0.6201, 3.1074], [-0.9006, -0.5733, 2.3968], [-2.8635, -1.6500, 0.2615], [-2.5517, -3.2424, 1.0119], [-3.0967, -2.5478, 3.2442], [-4.2110, -1.5164, 2.3004], [-0.5547, -1.4044, 0.3743], [-0.4612, -2.6252, 1.6769], [-2.1611, -0.7260, 4.2066], [-2.6658, 0.3792, 2.8951], [-0.1064, -0.8726, 3.1075], [-0.6253, 0.4151, 1.9811]], "forces_ev_per_angstrom": [[0.66, 0.05, 0.27], [-0.45, 0.60, -0.65], [-0.21, -1.16, -0.98], [0.57, -0.80, 0.14], [-0.19, 1.04, 0.26], [-0.35, 0.33, 0.05], [0.43, -0.03, 0.54], [0.58, 0.23, 0.08], [-0.55, -0.52, 0.12], [-0.50, 0.30, -0.15], [0.60, 0.52, 0.42], [0.26, -0.64, 0.20], [-0.57, 0.04, 0.10], [0.04, -0.41, -0.39], [-0.33, 0.45, 0.01], [0.13, 0.08, -0.02], [0.35, -0.36, 0.09], [0.98, -0.06, -0.39], [-1.50, 1.63, 0.03], [0.89, -1.73, -0.06], [-0.29, -0.15, 0.64], [0.02, 0.57, -0.08], [-0.22, -0.01, -0.66], [0.58, 0.31, 0.51], [-0.15, -0.34, 0.41], [0.08, 0.61, -0.07], [-0.02, 0.09, -0.61], [-0.32, -0.44, 0.48], [-0.16, 0.41, -0.40], [-0.34, -0.59, 0.11]]}

=====

Question: Which value of multiplicity does entry 2 give?
Answer: 1